Record 1
{
  "formula": "C23H19Cl5IN3Pd",
  "method": "ωB97M-V with the def2-TZVPD basis set",
  "elements": ["I", "Pd", "Cl", "Cl", "Cl", "Cl", "Cl", "N", "N", "N", "C", "C", "C", "C", "C", "C", "C", "C", "C", "C", "C", "C", "C", "C", "C", "C", "C", "C", "C", "C", "C", "C", "C", "H", "H", "H", "H", "H", "H", "H", "H", "H", "H", "H", "H", "H", "H", "H", "H", "H", "H", "H"],
  "coordinates": [[2.238, 4.323, 1.325], [1.318, 1.747, 0.181], [4.832, -2.477, -1.697], [2.979, -0.024, -2.191], [4.222, -1.898, 3.632], [5.451, -3.422, 1.206], [2.393, 0.569, 3.178], [-0.361, -1.244, -0.128], [-0.654, -2.382, -2.092], [-1.020, -3.487, -0.010], [-0.485, -2.287, 2.047], [4.124, -1.624, -0.355], [3.024, -0.280, 1.768], [-2.746, 4.304, -1.134], [2.678, 0.192, 0.494], [-0.547, 4.310, -0.029], [4.407, -2.060, 0.938], [-1.357, 2.333, -1.084], [0.172, 6.423, 1.025], [3.852, -1.371, 2.011], [0.391, 5.112, 0.696], [3.289, -0.530, -0.542], [-2.538, 2.994, -1.464], [-1.753, 4.995, -0.406], [-0.920, -3.598, -2.819], [-0.698, -2.367, -0.804], [-1.962, 6.353, -0.055], [-0.314, 2.916, -0.362], [-1.029, 7.054, 0.645], [-0.630, -1.000, 1.267], [-1.372, -3.326, 1.388], [-0.905, -4.868, -1.976], [-1.660, -4.586, -0.692], [0.060, -0.216, 1.586], [-1.645, -0.594, 1.402], [-1.198, 8.092, 0.912], [-1.263, 1.295, -1.382], [-3.294, 2.452, -2.028], [-2.893, 6.823, -0.360], [-0.775, -2.142, 3.090], [0.557, -2.619, 2.019], [-1.272, -4.306, 1.866], [-0.186, -3.689, -3.628], [0.924, 6.973, 1.575], [-2.428, -3.019, 1.497], [0.143, -0.499, -0.608], [-1.645, -5.451, -0.022], [0.123, -5.135, -1.717], [-1.899, -3.514, -3.315], [-1.351, -5.707, -2.519], [-3.655, 4.828, -1.416], [-2.719, -4.366, -0.918]],
  "forces_ev_per_angstrom": [[0.0, 0.0, 0.0], [0.1, -0.1, -0.2], [0.0, 0.0, 0.0], [0.0, 0.0, 0.0], [0.0, 0.0, 0.0], [0.0, 0.0, 0.0], [0.0, -0.1, -0.1], [0.1, 0.0, 0.1], [0.0, 0.0, 0.1], [0.0, 0.1, 0.0], [0.0, 0.0, 0.0], [0.0, 0.0, 0.0], [0.0, 0.0, 0.0], [0.0, 0.1, 0.0], [-0.1, 0.1, 0.2], [0.0, 0.0, 0.0], [0.0, 0.0, 0.0], [0.1, -0.1, 0.0], [0.0, 0.0, 0.0], [0.0, 0.0, 0.1], [-0.1, -0.1, -0.1], [0.0, 0.1, 0.0], [-0.1, 0.0, -0.1], [0.1, 0.0, 0.0], [0.0, 0.0, 0.0], [0.1, -0.1, -0.1], [-0.1, 0.0, 0.0], [-0.2, 0.2, 0.2], [0.0, 0.1, 0.0], [-0.1, 0.1, 0.0], [0.0, 0.0, 0.0], [0.0, 0.0, 0.0], [0.0, 0.0, 0.0], [0.0, 0.0, 0.0], [0.0, 0.0, 0.0], [0.0, 0.0, 0.0], [0.0, 0.0, 0.0], [0.0, 0.0, 0.0], [0.0, 0.0, 0.0], [0.0, 0.0, 0.0], [0.0, 0.0, 0.0], [0.0, 0.0, 0.0], [0.0, 0.0, 0.0], [0.0, 0.0, 0.0], [0.0, 0.0, 0.0], [0.0, 0.1, -0.1], [0.0, 0.0, 0.0], [0.0, 0.0, 0.0], [0.0, 0.0, 0.0], [0.0, 0.0, 0.0], [0.0, 0.0, 0.0], [0.0, 0.0, 0.0]],
  "lowdin_charge": [0.821, 0.207, 0.589, 0.574, 0.582, 0.585, 0.555, 0.071, 0.070, -0.067, -0.168, -0.721, -0.714, -0.107, -0.331, -0.251, -0.735, -0.169, -0.222, -0.727, -0.644, -0.723, -0.133, -0.201, -0.277, -0.382, -0.085, -0.238, -0.135, -0.217, -0.193, -0.190, -0.203, 0.054, 0.115, 0.082, 0.055, 0.083, 0.092, 0.109, 0.118, 0.109, 0.094, 0.056, 0.119, 0.075, 0.108, 0.111, 0.095, 0.097, 0.084, 0.122],
  "total_charge": -2,
  "relative_energy_ev": 0.0000,
  "homo_lumo_gap_ha": 0.140
}

---

Record 2
{
  "formula": "C7H6BrCl3Si",
  "method": "ωB97M-V with the def2-TZVPD basis set",
  "elements": ["Br", "Cl", "Cl", "Cl", "Si", "C", "C", "C", "C", "C", "C", "C", "H", "H", "H", "H", "H", "H"],
  "coordinates": [[2.176, 2.350, -0.021], [2.362, -1.364, -1.386], [2.159, -2.417, 1.573], [4.433, -0.053, 1.013], [2.562, -0.722, 0.535], [-2.545, -0.267, -0.854], [-0.580, -0.750, 0.521], [1.325, 0.779, 0.652], [0.005, 0.470, 0.080], [-0.762, 1.332, -0.766], [-1.870, -1.153, -0.019], [-2.008, 0.926, -1.156], [-0.358, 2.395, -0.958], [-2.213, -2.145, 0.297], [-2.431, 1.574, -1.865], [0.060, -1.424, 1.145], [-3.537, -0.481, -1.261], [1.225, 0.949, 2.473]],
  "forces_ev_per_angstrom": [[0.0, 0.1, 0.1], [0.3, 0.1, -0.3], [0.2, -0.1, 0.6], [-0.3, -0.3, -0.1], [-0.4, 1.2, -0.3], [-1.2, -2.2, 0.7], [-0.9, -0.2, -1.7], [1.0, -0.7, 3.2], [-1.9, 0.0, 0.5], [2.4, 0.8, 1.8], [2.4, 0.4, 1.4], [1.5, 1.6, -1.0], [-0.8, -2.0, 0.0], [-0.3, 0.5, -0.4], [-1.2, 0.7, -0.6], [-1.3, 0.7, -0.5], [0.4, -0.3, 0.2], [0.2, -0.3, -3.7]],
  "lowdin_charge": [0.692, 0.349, 0.354, 0.302, -0.715, -0.105, -0.069, -0.842, -0.417, -0.057, -0.039, -0.125, 0.101, 0.105, 0.095, 0.027, 0.113, 0.229],
  "homo_lumo_gap_ha": 0.304
}